Record 1
Formula: C4H6O2Tl
Source: the OMol25 dataset
Level of theory: ωB97M-V/def2-TZVPD

Structure (XYZ):
```
13
Properties=species:S:1:pos:R:3:mulliken_charge:R:1
C 0.46 0.91 0.01 -0.26
C -0.26 0.02 0.92 -0.22
H 0.02 0.08 1.98 0.34
O -0.14 2.90 -1.23 -0.37
C -0.40 1.64 -0.79 -0.14
H -1.01 1.11 -1.52 0.35
H 0.61 3.31 -0.79 0.34
H -1.35 0.22 0.32 0.26
H 1.17 0.03 -0.57 0.07
C 0.36 -1.52 0.51 0.02
O -0.35 -2.50 0.38 -0.45
Tl -0.51 -4.58 -0.06 0.66
H 1.41 -1.62 0.84 0.41
```

Values from the calculation:
* highest occupied orbital energy (alpha / beta): -0.436 / -0.406 Eh
* E_tot: -478.500245 hartree
* charge: +1



Record 2
Formula: C4H11Br2N3O2
Source: the OMol25 dataset
Level of theory: ωB97M-V/def2-TZVPD

Structure (XYZ):
```
22
Properties=species:S:1:pos:R:3:mulliken_charge:R:1
O -1.78 1.41 -0.44 -0.56
N -2.87 0.88 -0.70 0.27
Br -4.43 0.97 0.63 -0.19
C -3.24 0.40 -1.88 0.04
O -4.51 0.03 -2.06 -0.35
H -2.50 0.50 -2.60 0.55
H -4.81 0.06 -1.20 0.17
C -0.40 -3.37 -2.23 -1.01
C -1.67 -2.58 -2.25 0.21
N -2.23 -1.94 -1.34 -0.36
Br -1.81 -1.98 0.42 -0.04
H 0.33 -2.93 -2.87 0.28
H 0.04 -3.42 -1.13 0.26
H -0.57 -4.37 -2.62 0.30
H -1.94 -2.53 -3.26 0.40
C -0.28 2.22 2.50 -0.61
N 1.19 2.26 2.79 -0.50
H -0.69 1.67 3.26 0.32
H -0.65 3.21 2.47 0.28
H -0.58 1.83 1.58 0.19
H 1.60 1.45 3.19 0.18
H 1.76 2.69 2.09 0.17
```

Values from the calculation:
* highest occupied orbital energy: -0.310 Eh
* E_tot: -5621.571325 hartree
* SMILES string: [O-]/[N+](Br)=C/O.C/C=N\Br.CN
* charge: 0



Record 3
Formula: C26H69FO18
Source: the OMol25 dataset
Level of theory: ωB97M-V/def2-TZVPD

Structure (XYZ):
```
114
Properties=species:S:1:pos:R:3:mulliken_charge:R:1
O 0.51 -2.60 2.54 -0.59
C 0.17 -1.86 1.67 -0.02
C 1.10 -1.15 0.77 -1.00
C 0.79 0.08 0.36 -0.05
C -0.46 0.71 0.80 0.50
O -0.57 1.89 1.00 -0.61
C -1.58 -0.26 0.99 0.21
C -2.92 0.06 0.72 0.31
F -3.19 1.29 0.28 -0.10
C -3.92 -0.86 0.90 -0.89
C -3.59 -2.14 1.36 -0.46
C -2.27 -2.49 1.64 -0.97
C -1.27 -1.54 1.43 0.78
H 2.00 -1.64 0.45 0.61
H 1.44 0.61 -0.32 0.65
H -4.94 -0.60 0.67 0.57
H -4.39 -2.84 1.48 0.43
H -2.00 -3.47 1.99 0.58
C -0.65 1.80 -2.65 -0.64
O 0.65 1.20 -2.72 -0.48
H -1.36 1.04 -2.34 0.23
H -0.66 2.61 -1.91 0.37
H -0.95 2.19 -3.62 0.18
H 1.27 1.88 -2.98 0.27
C 3.06 3.31 2.32 -0.74
O 2.30 2.36 1.58 -0.30
H 3.97 2.81 2.66 0.21
H 3.34 4.17 1.71 0.32
H 2.51 3.65 3.20 0.31
H 1.49 2.79 1.28 0.21
C 5.23 -2.36 0.18 -0.45
O 4.09 -1.90 0.90 -0.34
H 4.91 -2.65 -0.81 0.16
H 5.96 -1.55 0.10 0.12
H 5.69 -3.22 0.67 0.28
H 4.38 -1.62 1.77 0.23
C 4.62 -1.91 -4.27 -0.35
O 3.89 -2.31 -3.11 -0.44
H 5.57 -2.44 -4.26 0.01
H 4.07 -2.17 -5.18 0.28
H 4.82 -0.84 -4.26 0.24
H 3.05 -1.84 -3.11 0.25
C 8.39 -4.32 -4.70 -0.59
O 8.14 -2.94 -4.93 -0.45
H 7.44 -4.78 -4.44 0.22
H 8.79 -4.81 -5.59 0.27
H 9.08 -4.46 -3.87 0.29
H 8.98 -2.52 -5.16 0.26
C 6.35 1.54 -0.60 -0.62
O 5.63 1.13 0.55 -0.44
H 7.32 1.04 -0.59 0.25
H 5.83 1.25 -1.52 0.22
H 6.51 2.62 -0.61 0.32
H 4.77 1.55 0.54 0.25
C -0.06 -1.81 6.05 -0.60
O -0.98 -2.70 5.43 -0.52
H 0.04 -2.11 7.09 0.25
H 0.92 -1.87 5.57 0.31
H -0.43 -0.78 6.00 0.26
H -1.05 -2.44 4.50 0.30
C -1.85 0.28 -5.79 -0.46
O -2.56 -0.09 -4.62 -0.45
H -0.89 -0.22 -5.78 0.21
H -2.39 -0.01 -6.70 0.35
H -1.69 1.37 -5.81 0.09
H -3.41 0.37 -4.63 0.27
C -2.90 -0.95 8.54 -0.44
O -1.90 -1.80 9.10 -0.51
H -2.83 0.03 9.01 0.27
H -2.75 -0.84 7.46 0.21
H -3.90 -1.36 8.72 0.18
H -1.97 -2.65 8.65 0.26
C -7.40 1.95 0.24 -0.70
O -6.16 1.27 0.28 -0.39
H -8.17 1.27 0.58 0.28
H -7.38 2.83 0.89 0.27
H -7.63 2.26 -0.79 0.25
H -5.47 1.89 -0.02 0.27
C -7.19 -2.19 3.12 -0.29
O -6.52 -3.41 2.83 -0.48
H -6.82 -1.44 2.43 -0.04
H -8.27 -2.29 2.99 0.29
H -6.98 -1.86 4.14 0.27
H -6.84 -4.08 3.44 0.28
C 9.01 -0.32 -7.47 -0.51
O 10.27 -0.97 -7.49 -0.51
H 8.26 -1.07 -7.21 0.18
H 8.99 0.47 -6.71 0.26
H 8.76 0.10 -8.45 0.30
H 10.94 -0.32 -7.71 0.29
C -4.47 -3.80 10.37 -0.46
O -3.24 -4.49 10.38 -0.51
H -5.26 -4.50 10.61 0.27
H -4.47 -2.99 11.11 0.25
H -4.67 -3.38 9.37 0.16
H -2.55 -3.85 10.17 0.33
C -4.60 3.71 -3.66 -0.69
O -3.28 3.46 -3.19 -0.37
H -4.51 4.00 -4.71 0.31
H -5.22 2.81 -3.59 0.27
H -5.07 4.52 -3.11 0.22
H -3.36 3.20 -2.26 0.21
C 0.05 4.22 -5.51 -0.46
O 0.78 3.07 -5.93 -0.52
H 0.38 5.05 -6.13 0.30
H -1.02 4.08 -5.64 0.18
H 0.27 4.45 -4.46 0.24
H 0.49 2.32 -5.39 0.29
C -3.78 4.79 0.32 -0.60
O -4.65 3.89 -0.37 -0.22
H -2.97 4.19 0.74 0.16
H -3.36 5.52 -0.36 0.28
H -4.30 5.30 1.13 0.28
H -5.36 4.41 -0.74 0.20
```

Values from the calculation:
* highest occupied orbital energy: -0.348 Eh
* E_tot: -2485.939711 hartree
* charge: 0



Record 4
Formula: C19H45CuN8O10
Source: the OMol25 dataset
Level of theory: ωB97M-V/def2-TZVPD

Structure (XYZ):
```
83
Properties=species:S:1:pos:R:3:mulliken_charge:R:1
Cu -31.03 17.74 25.36 0.99
N -29.65 19.56 30.38 1.14
O -29.43 18.90 29.36 -0.43
O -30.85 19.70 30.62 -0.29
O -28.84 20.04 31.19 -0.42
C -35.36 15.44 29.63 -0.99
C -34.85 14.76 28.33 0.71
O -34.41 15.54 27.45 -0.68
N -34.81 13.41 28.21 -0.19
C -34.27 12.70 27.14 -0.81
H -34.57 15.45 30.37 0.26
H -36.14 14.78 30.02 0.33
H -35.75 16.45 29.47 0.29
H -35.09 12.79 28.95 0.22
H -34.20 13.32 26.25 0.27
H -34.83 11.82 26.83 0.27
H -33.29 12.50 27.59 0.32
C -25.10 20.61 26.09 -1.12
C -25.50 19.97 24.76 0.74
O -26.66 19.70 24.43 -0.65
N -24.42 19.41 24.12 -0.19
C -24.46 18.54 22.94 -0.86
H -25.00 19.86 26.87 0.28
H -25.84 21.33 26.43 0.32
H -24.17 21.17 26.12 0.36
H -23.53 19.58 24.55 0.20
H -23.67 18.66 22.20 0.32
H -25.42 18.48 22.43 0.30
H -24.17 17.54 23.27 0.31
C -26.72 12.81 23.56 -1.01
C -26.98 13.16 25.07 0.66
O -28.05 13.86 25.27 -0.69
N -26.08 12.84 25.95 -0.17
C -25.93 13.25 27.34 -0.85
H -27.19 11.83 23.45 0.29
H -25.66 12.76 23.31 0.32
H -27.30 13.43 22.89 0.29
H -25.39 12.16 25.67 0.24
H -26.43 12.53 27.99 0.30
H -26.23 14.30 27.40 0.28
H -24.90 13.12 27.68 0.33
C -30.36 25.65 34.59 -0.92
C -29.12 26.46 34.93 0.63
O -29.20 27.44 35.69 -0.60
N -28.06 25.91 34.29 -0.18
C -26.80 26.57 34.27 -0.85
H -31.06 25.52 35.42 0.29
H -30.08 24.64 34.30 0.26
H -31.02 25.99 33.79 0.23
H -28.04 24.95 33.98 0.27
H -26.10 25.92 33.74 0.33
H -26.29 26.66 35.23 0.29
H -26.93 27.54 33.80 0.26
C -34.05 19.26 38.61 -0.90
C -32.76 18.35 38.65 0.57
O -32.27 17.97 39.70 -0.59
N -32.28 18.30 37.35 -0.19
C -30.98 17.63 37.08 -0.86
H -33.94 19.97 39.44 0.28
H -34.95 18.66 38.74 0.24
H -34.12 19.86 37.70 0.30
H -32.92 18.55 36.61 0.22
H -31.04 16.56 36.89 0.30
H -30.32 17.59 37.95 0.31
H -30.39 17.97 36.23 0.31
O -33.01 22.09 26.00 -0.64
C -33.75 23.07 25.82 0.65
N -34.12 23.49 24.60 -0.37
C -33.90 23.92 27.02 -0.94
H -33.96 22.94 23.78 0.23
H -34.77 24.25 24.46 0.20
H -34.08 24.96 26.77 0.32
H -33.16 23.69 27.79 0.25
H -34.93 23.77 27.37 0.29
O -21.90 19.51 37.01 -0.58
C -22.11 19.90 35.91 0.70
N -21.27 19.64 34.93 -0.38
C -23.31 20.71 35.51 -1.09
H -21.59 19.86 34.00 0.19
H -20.49 19.03 35.12 0.24
H -23.89 20.17 34.75 0.30
H -23.03 21.65 35.03 0.31
H -24.09 20.99 36.22 0.31
```

Values from the calculation:
* 2S+1: 2
* highest occupied orbital energy (alpha / beta): -0.399 / -0.399 Eh
* E_tot: -3581.350559 hartree
* charge: +1



Question: Number 4 is which compound?
Answer: C19H45CuN8O10